Entry 1:
This record from the Open Molecules 2025 dataset describes a 4-piece molecular cluster, C20H49B3O7 overall. The level of theory is ωB97M-V/def2-TZVPD.

Summary:
energy above the lowest of the compared OMol25 structures with the same formula, charge and spin = 99.5 kcal/mol
HOMO-LUMO gap = 0.36331 hartree
maximum force = 4.710 eV/A
LUMO level = 0.47 eV
molar mass = 434.041 g mol⁻¹
structure (SMILES) = CCCB1OBOB(CCCCOC)O1.CCOCC.CCOCC.CCOCC
spin multiplicity = 1

Last column: Mulliken charge in e.
Geometry (Å):
C -4.9395 2.1346 -1.3494  -0.94
C -4.8619 0.4967 -1.2105  -0.11
C -4.9829 0.0583 0.3923  -0.66
B -3.7126 -0.8707 0.8685  0.38
O -3.9484 -2.3388 1.1077  -0.42
B -3.0524 -2.9703 0.0750  0.45
O -1.6028 -2.8545 0.3283  -0.43
B -1.3688 -1.5647 1.0066  0.59
C 0.1026 -1.3348 1.7667  -0.40
C 1.3027 -1.1010 0.6388  -0.48
C 1.0946 0.2998 -0.2016  -0.24
C 2.2908 0.5038 -1.3343  -0.18
O 2.6270 1.9499 -1.3074  -0.37
C 1.9891 2.6636 -2.4296  -0.54
O -2.3124 -0.4169 1.0501  -0.37
H -5.4530 2.6586 -0.4080  0.27
H -3.8554 2.5928 -1.5025  0.18
H -5.5750 2.4404 -2.2910  0.31
H -3.8170 0.1050 -1.5918  0.18
H -5.7130 0.0508 -1.8800  0.29
H -5.9584 -0.6095 0.4948  0.14
H -5.1043 0.9772 1.1095  0.31
H -3.4545 -3.4816 -0.9036  -0.09
H 0.2947 -2.2558 2.4671  0.07
H 0.0206 -0.3246 2.3774  0.12
H 2.2966 -0.9515 1.2804  0.31
H 1.4387 -2.0526 -0.0356  0.27
H 0.0804 0.3782 -0.7804  0.10
H 1.1515 1.2031 0.5694  0.19
H 1.8507 0.1747 -2.3927  0.27
H 3.2079 -0.1955 -1.1178  0.09
H 2.0543 2.0650 -3.4598  0.25
H 0.8521 2.9027 -2.2660  0.20
H 2.6077 3.6628 -2.6203  0.24
C -8.0977 6.9449 -2.5638  -1.02
C -7.4031 6.7067 -1.2326  -0.34
O -6.4769 5.6234 -1.2614  -0.38
C -5.3931 5.7396 -2.1806  0.04
C -4.5143 6.9530 -1.9285  -1.18
H -8.6250 6.0395 -2.8882  0.28
H -8.8212 7.7622 -2.4759  0.39
H -7.3896 7.2098 -3.3514  0.26
H -8.1595 6.4528 -0.4831  0.31
H -6.9103 7.6161 -0.8765  0.31
H -5.7686 5.7300 -3.2091  0.27
H -4.7857 4.8341 -2.0661  0.07
H -5.0674 7.8889 -2.0365  0.29
H -3.6798 6.9722 -2.6360  0.39
H -4.1101 6.9277 -0.9106  0.31
C 6.6310 -3.5607 -1.2240  -1.01
C 5.9923 -3.0076 -2.4879  -0.34
O 5.6554 -1.6255 -2.3957  -0.40
C 6.7334 -0.7247 -2.1519  -0.31
C 7.8050 -0.7591 -3.2283  -1.07
H 5.9655 -3.4172 -0.3641  0.26
H 6.8362 -4.6304 -1.3367  0.40
H 7.5747 -3.0628 -0.9927  0.26
H 5.0576 -3.5466 -2.6729  0.33
H 6.6274 -3.1846 -3.3608  0.30
H 7.1618 -0.9090 -1.1612  0.33
H 6.2999 0.2818 -2.1175  0.31
H 8.2790 -1.7405 -3.3032  0.27
H 8.5862 -0.0242 -3.0113  0.38
H 7.3709 -0.5300 -4.2076  0.30
C 2.4417 -4.6349 7.0280  -1.09
C 1.6441 -4.0991 5.8499  -0.31
O 2.4579 -3.6795 4.7572  -0.40
C 3.2881 -4.6762 4.1652  -0.29
C 2.5105 -5.8523 3.5992  -0.97
H 3.1500 -3.8782 7.3870  0.29
H 1.7715 -4.9087 7.8497  0.38
H 3.0196 -5.5214 6.7598  0.26
H 1.0820 -3.2191 6.1783  0.34
H 0.9028 -4.8287 5.5109  0.32
H 4.0451 -5.0107 4.8821  0.30
H 3.8323 -4.1871 3.3486  0.30
H 1.9519 -6.3843 4.3726  0.27
H 3.1913 -6.5659 3.1252  0.38
H 1.7874 -5.5084 2.8516  0.21

---

Entry 2:
This record from the Open Molecules 2025 dataset describes a single C3H6O2 molecule. The level of theory is ωB97M-V/def2-TZVPD.

Summary:
energy above the lowest of the compared OMol25 structures with the same formula, charge and spin = 105.0 kcal/mol
HOMO-LUMO gap = 0.33228 hartree
maximum force = 1.697 eV/A
LUMO level = 0.23 eV
molar mass = 74.079 g mol⁻¹
spin multiplicity = 1

Last column: Mulliken charge in e.
Geometry (Å):
O 0.9618 0.8480 1.3462  -0.52
C 0.9895 -0.3709 0.6455  -0.48
C -0.2314 -0.4945 -0.2291  -0.44
C -1.5488 1.0825 -1.1664  -0.23
O -0.3018 0.7057 -1.0323  -0.14
H 0.8261 1.5456 0.6884  0.33
H 1.9003 -0.4845 0.0438  0.29
H 0.9515 -1.1724 1.3879  0.33
H -0.2905 -1.3781 -0.8697  0.29
H -1.1114 -0.4093 0.4118  0.41
H -2.1453 0.1279 -1.2261  0.17

---

Entry 3:
This record from the Open Molecules 2025 dataset describes C29H46P2Ru as an isolated structure. The level of theory is ωB97M-V/def2-TZVPD.

Summary:
total charge = +2
energy above the lowest of the compared OMol25 structures with the same formula, charge and spin = 0.0 kcal/mol
HOMO-LUMO gap (spin up / spin down) = 0.18494 / 0.12834 hartree
maximum force = 4.758 eV/A
LUMO level (spin up / spin down) = -7.15 / -9.39 eV
molar mass = 557.705 g mol⁻¹
spin multiplicity = 5

Last column: Mulliken charge in e.
Geometry (Å):
Ru 1.8955 0.6663 -1.8939  -0.20
C -0.6264 -0.6492 0.1936  0.95
C -0.5730 -1.8240 -0.6126  -0.09
C 1.6322 -1.0098 -0.3441  1.71
C 0.6802 -0.1391 0.3577  0.55
C 0.7512 -2.0881 -0.9294  -0.16
C -1.8569 -0.0798 0.8020  -1.92
H -2.7286 -0.7368 0.6819  0.36
H -2.1344 0.9033 0.3891  0.25
H -1.7146 0.0731 1.8796  0.59
C 1.0033 1.0423 1.1782  -0.85
H 0.0829 1.4219 1.6417  0.46
H 1.4046 1.8383 0.5347  -0.02
H 1.7504 0.8706 1.9702  0.27
C 2.9846 -1.3895 0.2006  -1.37
H 3.2315 -0.8972 1.1582  0.31
H 3.8022 -1.1590 -0.4883  0.05
H 3.0215 -2.4811 0.3574  0.40
C 1.1988 -3.2709 -1.6742  -1.45
H 1.3015 -4.2001 -1.0958  0.37
H 2.1949 -3.0844 -2.0686  0.41
H 0.5161 -3.4783 -2.5155  0.47
C -1.7289 -2.6884 -0.9859  -1.58
H -2.1663 -3.1906 -0.1107  0.35
H -1.4159 -3.4803 -1.6744  0.38
H -2.5618 -2.1724 -1.4833  0.17
C -2.9373 2.5738 -1.6103  -0.72
C -4.2654 2.3492 -1.7115  -0.54
C -4.7757 0.9712 -1.9730  -0.11
C -4.8342 0.6958 -3.5225  -0.80
C -3.8923 -0.3170 -4.1021  -0.80
C -2.5703 -0.2778 -3.9418  -0.82
C -1.9239 0.4389 -2.7578  2.99
C -1.9134 1.9960 -2.5932  0.50
H -5.8251 0.8966 -1.6341  0.51
H -4.6501 1.6609 -4.0484  0.36
H -4.1523 0.2327 -1.4391  -0.06
H -1.9602 2.4747 -3.5878  0.47
H -2.4868 3.2848 -0.8666  0.52
H -5.0574 3.1323 -1.7486  0.40
H -0.9296 2.2577 -2.1171  0.01
H -2.3899 0.0533 -1.8399  -0.98
H -1.9865 -0.9474 -4.6026  0.37
H -0.8797 0.0740 -2.6387  -1.42
H -5.8807 0.4026 -3.7744  0.43
H -4.3456 -1.0221 -4.7977  0.47
P 1.2872 1.3621 -4.0157  0.77
C 1.0253 2.9606 -4.9913  -1.44
C 0.5278 0.2948 -5.3854  -1.76
P 3.3517 -0.0056 -3.2670  0.96
C 3.0797 1.1535 -4.6609  -1.19
C 2.4474 -1.5370 -3.8851  -1.50
C 5.1067 -0.2362 -3.1340  -1.22
H 1.8613 3.6418 -4.7569  0.44
H 0.0582 3.4152 -4.7195  0.33
H 1.0474 2.7482 -6.0814  0.45
H 0.9466 0.5477 -6.3692  0.59
H -0.5566 0.4397 -5.4194  0.53
H 0.6913 -0.7727 -5.2406  0.32
H 5.5435 0.6753 -3.5570  0.40
H 5.4424 -1.1312 -3.6862  0.43
H 5.3994 -0.3303 -2.0812  0.33
H 3.6332 2.1010 -4.5508  0.61
H 3.1868 0.7827 -5.7007  0.46
H 2.9682 -2.4315 -3.5299  0.56
H 2.2310 -1.6776 -4.9584  0.56
H 1.4673 -1.4994 -3.3577  0.26
C 3.6611 3.9430 1.0057  -0.56
C 4.3248 2.7060 0.9290  -0.52
C 4.2549 1.9140 -0.2415  -0.31
C 3.2233 2.1995 -1.1793  0.58
C 2.7253 3.5124 -1.2127  -0.64
C 2.9333 4.3667 -0.1034  -0.41
H 3.6694 4.5351 1.9228  0.40
H 4.8516 2.3563 1.8204  0.42
H 4.9576 1.0936 -0.4112  0.29
H 2.1605 3.8391 -2.0871  0.32
H 2.4707 5.3517 -0.0598  0.39

---

Entry 4:
This record from the Open Molecules 2025 dataset describes C37H43O3SiY as an isolated structure. The level of theory is ωB97M-V/def2-TZVPD.

Summary:
energy above the lowest of the compared OMol25 structures with the same formula, charge and spin = 0.0 kcal/mol
HOMO-LUMO gap = 0.27803 hartree
maximum force = 2.452 eV/A
LUMO level = -0.15 eV
molar mass = 652.740 g mol⁻¹
spin multiplicity = 1

Last column: Mulliken charge in e.
Geometry (Å):
O 2.3265 1.5397 -1.9280  -0.21
C 2.0026 0.8866 -3.1770  0.11
C 3.4976 0.8067 -3.4973  -0.80
H 1.3758 1.5410 -3.7694  -0.14
H 1.5195 -0.0856 -3.1017  0.07
C 3.7217 1.1726 -1.9932  1.73
H 3.7763 1.6151 -4.1940  0.00
H 3.8665 -0.1461 -3.8625  0.42
C 4.5011 2.4014 -1.5723  -1.85
H 3.9515 3.3162 -1.8091  0.38
H 5.5084 2.4248 -2.0161  0.30
H 4.5594 2.3985 -0.4829  0.45
C 4.0194 -0.0462 -1.0998  -1.24
H 3.8281 -1.0113 -1.6061  0.41
H 3.3917 -0.0034 -0.1893  -0.06
H 5.0720 -0.0423 -0.7767  0.44
Y -0.5982 0.2002 -0.0668  1.55
C -0.1998 -2.2837 0.5944  -1.01
C -1.0262 -2.3993 -0.5648  0.28
C -0.2749 -2.0091 -1.7028  -1.84
H -2.0330 -2.8223 -0.5770  0.44
C 1.0541 -1.7369 -1.2701  -0.15
C 1.0938 -1.8886 0.1476  -0.61
H 1.9926 -1.8173 0.7600  0.60
H -0.4853 -2.5526 1.6049  0.43
H -0.6437 -1.9751 -2.7329  0.42
H 1.9149 -1.5760 -1.9076  0.93
C -0.4860 0.8865 2.4036  -0.32
C 0.8108 0.3854 2.1335  -1.02
C 1.4488 1.2730 1.2194  0.03
H 1.2604 -0.4868 2.6192  0.45
C 0.5204 2.2988 0.8762  -1.02
C -0.6691 2.0833 1.6388  -0.85
H -1.5507 2.7277 1.6881  0.47
H -1.1687 0.5060 3.1565  0.52
H 2.5095 1.2583 0.9565  0.75
H 0.7190 3.1360 0.2022  0.47
O 2.1347 3.7355 -3.5438  -0.25
C 3.4821 4.1281 -3.9343  -0.28
C 3.5415 4.6013 -5.3933  -0.77
H 4.2136 3.2974 -3.8264  0.20
H 3.8063 4.9394 -3.2586  0.40
C 2.0695 4.6610 -5.8309  -0.50
H 4.1192 3.9012 -6.0023  0.23
H 4.0707 5.5550 -5.4747  0.34
C 1.2643 4.2704 -4.5600  -0.52
H 1.8582 3.9517 -6.6445  0.24
H 1.8292 5.6748 -6.1789  0.28
H 0.5350 3.4892 -4.7846  0.27
H 0.7351 5.1500 -4.1610  0.33
O -2.5500 -0.1103 0.5234  0.30
Si -3.8968 -0.6370 1.2511  -0.69
C -4.0694 -2.4872 1.1542  0.68
C -4.4905 -3.0444 -0.0668  -0.26
C -4.5817 -4.4364 -0.2261  -0.48
C -4.2726 -5.2809 0.8493  -0.59
C -3.8762 -4.7318 2.0729  -0.67
C -3.7956 -3.3403 2.2283  -0.41
C -3.9896 -0.0790 3.0255  1.14
C -4.9311 0.8961 3.3805  -0.61
C -5.0947 1.2798 4.7205  -0.70
C -4.3048 0.6914 5.7190  -0.55
C -3.3275 -0.2531 5.3683  -0.75
C -3.1717 -0.6310 4.0249  -0.24
C -5.3678 0.0412 0.3518  0.05
C -6.6185 -0.5629 0.5043  0.21
C -7.7377 -0.0446 -0.1584  -0.79
C -7.5936 1.0923 -0.9744  -0.51
C -6.3353 1.6779 -1.1369  -0.53
C -5.2224 1.1558 -0.4746  -0.34
H -4.7364 -2.3941 -0.9171  0.36
H -4.8972 -4.8521 -1.1856  0.37
H -4.3174 -6.3610 0.7257  0.36
H -3.6262 -5.3735 2.9207  0.41
H -3.5179 -2.9214 3.1956  0.30
H -5.5509 1.3600 2.6053  0.35
H -5.8421 2.0328 4.9813  0.40
H -4.4330 0.9791 6.7609  0.36
H -2.6886 -0.7016 6.1314  0.38
H -2.3883 -1.3537 3.7671  0.22
H -6.7339 -1.4491 1.1329  0.42
H -8.7075 -0.5244 -0.0326  0.38
H -8.4589 1.4987 -1.4959  0.36
H -6.2203 2.5527 -1.7797  0.39
H -4.2441 1.6167 -0.6137  0.17

---

Entry 5:
This record from the Open Molecules 2025 dataset describes C7H9N as an isolated structure. The level of theory is ωB97M-V/def2-TZVPD.

Summary:
energy above the lowest of the compared OMol25 structures with the same formula, charge and spin = 72.6 kcal/mol
HOMO-LUMO gap = 0.36766 hartree
maximum force = 2.498 eV/A
LUMO level = 1.19 eV
molar mass = 107.156 g mol⁻¹
spin multiplicity = 1

Last column: Mulliken charge in e.
Geometry (Å):
C 0.5537 0.5761 1.5523  -0.62
C 0.8932 1.4362 0.3106  -0.51
C -1.0744 0.2198 -0.2970  0.09
C -1.4107 -0.8392 -1.3671  -0.50
C -0.2292 -1.4640 -1.4812  -0.77
C 0.6316 -0.7339 -0.4264  0.12
C -0.2648 -0.5421 0.8067  -0.52
H -0.0684 1.1064 2.2303  0.36
H 1.4787 0.1628 2.0272  0.29
H 1.9470 1.5566 0.0392  0.32
H 0.4358 2.4166 0.3621  0.30
H -1.8756 0.8968 -0.0581  0.47
H -2.4065 -0.9600 -1.7511  0.42
H 0.1133 -2.0750 -2.2605  0.40
H 1.6996 -1.0537 -0.3180  0.36
H -0.6592 -1.3878 1.3903  0.39
N 0.2359 0.6844 -0.7594  -0.61

---

Entry 6:
This record from the Open Molecules 2025 dataset describes C24H25AsBrF6N3O12S6Ti as an isolated structure. The level of theory is ωB97M-V/def2-TZVPD.

Summary:
total charge = -2
energy above the lowest of the compared OMol25 structures with the same formula, charge and spin = 9.4 kcal/mol
HOMO-LUMO gap = 0.25603 hartree
maximum force = 0.773 eV/A
LUMO level = 3.81 eV
molar mass = 1056.556 g mol⁻¹
spin multiplicity = 1

Last column: Mulliken charge in e.
Geometry (Å):
Ti 1.2356 0.3841 0.0202  -0.03
C -2.5512 -0.2978 3.2035  -0.83
C -3.5502 0.8158 3.5572  -0.75
S -3.5704 2.2911 2.4979  -0.05
C -5.0172 1.9832 1.4409  -0.64
C -4.7949 2.1510 -0.0588  -0.88
S -3.6695 1.0349 -0.9216  0.24
C -4.2349 -0.6228 -0.4807  -1.08
C -3.8863 -1.1605 0.9146  -1.28
S -2.2497 -0.6205 1.4678  0.21
H -1.5584 -0.0434 3.5793  0.21
H -2.8534 -1.2156 3.7176  0.40
H -4.5706 0.4319 3.6150  0.36
H -3.3157 1.1806 4.5601  0.43
H -5.4074 0.9943 1.6664  0.20
H -5.8008 2.6916 1.7262  0.48
H -5.7804 2.1192 -0.5372  0.43
H -4.3775 3.1407 -0.2606  0.33
H -5.3116 -0.7106 -0.6533  0.53
H -3.7523 -1.2646 -1.2209  0.41
H -4.6211 -0.8565 1.6583  0.47
H -3.9201 -2.2499 0.8568  0.64
O 4.8214 -2.2154 1.1942  -0.67
As 4.2739 -0.5432 0.9937  0.91
O 5.3660 0.3820 0.2437  -0.84
O 2.7438 -0.8168 0.3443  0.59
C 4.0785 -0.0831 2.8807  -0.43
C 5.0561 -0.6234 3.7130  -0.77
C 5.0726 -0.3531 5.0724  -0.60
C 4.0993 0.4657 5.6272  -0.59
C 3.1201 1.0104 4.8153  -0.59
C 3.1113 0.7394 3.4532  0.48
S 1.7997 1.4601 2.4944  1.40
O 1.2286 2.4951 3.2978  -0.68
O 2.4082 1.8552 1.2067  -0.68
O 0.8885 0.3440 2.1256  -0.51
H 4.0860 -2.7747 0.9075  0.31
H 5.8072 -1.2768 3.2888  0.43
H 5.8440 -0.7868 5.6965  0.37
H 4.1014 0.6793 6.6887  0.38
H 2.3528 1.6578 5.2166  0.51
Br -0.9106 2.0876 -6.9767  -0.26
C -0.8642 2.2495 -5.0774  0.02
C -0.7125 1.1122 -4.3052  -0.72
C -0.6631 1.2434 -2.9255  0.16
C -0.7716 2.4961 -2.3331  0.84
C -0.9439 3.6194 -3.1321  -0.84
C -0.9840 3.5076 -4.5122  -0.53
C -0.7226 2.6804 -0.8371  -0.38
O -1.2224 3.6581 -0.3194  -0.73
O -0.1039 1.7332 -0.1805  0.43
H -0.6218 0.1386 -4.7660  0.56
H -0.5447 0.3592 -2.3128  0.44
H -1.0438 4.5829 -2.6495  0.45
H -1.1018 4.3795 -5.1411  0.42
F 1.2607 -3.2264 -3.5107  -0.22
C 2.5132 -2.8938 -3.1683  1.46
F 3.2893 -3.0863 -4.2642  -0.31
F 2.9317 -3.7623 -2.2325  -0.24
S 0.4189 -2.6473 -0.1936  0.45
O 0.2986 -1.0028 -0.6278  -0.12
O 0.4536 -2.6853 1.2569  -0.53
N -1.0534 -2.9814 -0.8077  -0.04
S -2.0096 -4.1180 -0.3925  1.02
O -1.9403 -4.5871 0.9656  -0.66
O -3.3190 -3.9026 -0.9600  -0.69
C -1.3986 -5.5767 -1.3549  0.48
F -2.2629 -6.6068 -1.2830  -0.24
F -0.2211 -6.0051 -0.8704  -0.23
F -1.2243 -5.2907 -2.6503  -0.24
N 2.6728 0.3295 -2.5755  -0.60
C 3.3509 1.1040 -3.4095  -0.80
C 3.3485 2.4424 -2.9802  -0.98
C 2.6171 2.4108 -1.8128  -0.78
N 2.2168 1.1412 -1.5950  1.67
H 2.5733 -1.8559 -2.8313  -0.39
H 3.8128 0.6727 -4.2853  0.43
H 3.8183 3.2948 -3.4409  0.41
H 2.3626 3.1938 -1.1166  0.49

---

It is found that the energy values, taken in the order of the records, are -1392.6746, -268.2380, -1909.3568, -1989.2946, -326.7753, -10644.5990 a.u..